{"formula": "C29H72BF4N2O14V", "method": "the ωB97M-V functional and the def2-TZVPD basis", "species": ["O", "V", "B", "F", "F", "F", "F", "C", "C", "O", "O", "H", "H", "H", "H", "H", "H", "C", "C", "O", "O", "H", "H", "H", "H", "H", "H", "C", "C", "O", "O", "H", "H", "H", "H", "H", "H", "C", "C", "O", "O", "H", "H", "H", "H", "H", "H", "C", "C", "O", "O", "H", "H", "H", "H", "H", "H", "C", "C", "C", "C", "C", "C", "N", "O", "C", "C", "C", "H", "H", "H", "H", "H", "H", "H", "H", "H", "H", "H", "H", "H", "H", "H", "H", "H", "H", "H", "C", "C", "C", "C", "C", "C", "N", "O", "C", "C", "C", "H", "H", "H", "H", "H", "H", "H", "H", "H", "H", "H", "H", "H", "H", "H", "H", "H", "H", "H", "C", "O", "H", "H", "H", "H"], "positions_angstrom": [[-3.133, 2.323, -0.111], [-2.459, 0.945, -0.399], [-0.116, -0.210, 0.372], [-1.126, -0.772, -0.593], [0.218, -1.088, 1.395], [0.863, 0.342, -0.459], [-0.823, 0.982, 0.812], [3.649, 2.881, -3.317], [2.551, 2.383, -2.315], [1.610, 3.376, -1.862], [4.538, 3.824, -2.700], [3.320, 3.245, -4.261], [4.197, 1.910, -3.440], [2.986, 1.992, -1.418], [1.972, 1.512, -2.760], [1.912, 3.794, -1.050], [4.404, 3.889, -1.733], [-2.300, 2.159, -4.217], [-1.241, 1.453, -3.426], [-1.390, 1.747, -2.042], [-3.555, 1.549, -3.855], [-2.193, 1.906, -5.267], [-2.327, 3.238, -4.120], [-0.270, 1.887, -3.842], [-1.261, 0.406, -3.643], [-1.158, 2.786, -1.930], [-4.259, 2.116, -4.266], [-4.707, -0.544, -1.174], [-4.114, -1.290, -0.002], [-3.388, -0.343, 0.718], [-3.674, 0.038, -1.822], [-5.347, 0.176, -0.674], [-5.303, -1.169, -1.860], [-3.517, -2.130, -0.420], [-4.955, -1.652, 0.636], [-3.381, -0.650, 2.226], [-3.764, 0.547, -2.639], [-1.437, 5.298, -1.042], [-0.604, 5.663, 0.188], [0.137, 4.475, 0.482], [-0.846, 4.355, -1.878], [-1.550, 6.273, -1.598], [-2.476, 5.002, -0.836], [-1.312, 5.885, 0.991], [0.127, 6.486, 0.033], [0.658, 4.638, 1.232], [0.096, 4.236, -1.818], [3.173, 1.233, 3.084], [3.757, 0.368, 1.967], [3.239, 0.895, 0.714], [1.761, 1.091, 3.374], [3.260, 2.279, 2.804], [3.709, 0.935, 3.925], [3.373, -0.724, 2.178], [4.797, 0.387, 1.907], [2.873, 0.198, 0.179], [1.499, 0.299, 2.901], [0.635, -3.434, -2.693], [1.682, -4.319, -3.335], [2.236, -3.656, -4.601], [3.075, -2.450, -4.312], [4.267, -2.899, -3.543], [4.001, -3.468, -2.123], [2.902, -4.463, -2.375], [2.509, -4.932, -1.105], [5.184, -4.150, -1.411], [3.539, -2.311, -1.198], [1.061, -5.689, -3.436], [0.861, -2.416, -2.761], [0.517, -3.690, -1.574], [-0.343, -3.571, -3.241], [2.816, -4.415, -5.052], [1.447, -3.343, -5.307], [2.497, -1.699, -3.850], [3.393, -2.011, -5.233], [5.125, -2.232, -3.520], [4.668, -3.867, -4.119], [4.968, -4.557, -0.452], [5.575, -4.951, -2.096], [5.893, -3.388, -1.157], [3.086, -2.735, -0.262], [4.401, -1.686, -0.908], [2.834, -1.666, -1.648], [1.712, -6.511, -3.744], [0.098, -5.616, -3.984], [0.679, -6.095, -2.465], [2.857, -5.810, -1.049], [-2.570, -2.967, 2.697], [-2.641, -1.931, 3.818], [-1.224, -1.349, 4.142], [-1.299, -0.049, 4.931], [-2.080, 1.011, 4.084], [-3.492, 0.577, 3.884], [-3.532, -0.808, 3.324], [-4.836, -1.298, 3.288], [-4.214, 0.802, 5.294], [-4.273, 1.471, 2.878], [-3.259, -2.492, 5.143], [-2.395, -2.548, 1.647], [-3.530, -3.530, 2.552], [-1.809, -3.691, 2.906], [-0.718, -2.126, 4.728], [-0.654, -1.231, 3.233], [-0.306, 0.322, 5.040], [-1.784, -0.309, 5.867], [-1.466, 1.219, 3.208], [-2.102, 1.979, 4.571], [-5.140, 0.227, 5.422], [-3.651, 0.651, 6.224], [-4.585, 1.806, 5.340], [-4.241, 2.474, 3.243], [-3.813, 1.473, 1.909], [-5.374, 1.169, 2.795], [-4.283, -2.757, 4.950], [-3.080, -1.754, 5.946], [-2.777, -3.360, 5.500], [-5.388, -0.860, 3.919], [3.233, 4.841, 1.249], [3.340, 3.926, 0.219], [2.672, 4.497, 2.132], [4.229, 5.013, 1.657], [2.847, 5.791, 0.904], [3.324, 3.014, 0.580]], "forces_ev_per_angstrom": [[0.11, -0.24, 0.20], [-0.65, 0.23, -1.14], [0.33, 0.10, -1.93], [0.88, 0.01, 0.98], [-0.11, 1.11, -1.30], [0.10, -1.25, 0.89], [-0.54, -0.15, 0.92], [0.56, -1.71, 3.18], [-1.03, 0.36, -1.12], [-0.22, -0.21, -1.09], [-0.39, 0.04, -0.11], [-0.47, 0.42, -0.60], [-0.09, 0.71, -0.49], [0.78, -0.35, 0.25], [0.53, 1.15, 0.29], [0.53, -0.21, 0.30], [-0.20, -0.27, -0.70], [-0.62, -1.24, -0.66], [1.28, 2.09, -0.83], [0.78, 1.51, 0.34], [-1.42, 1.56, -0.70], [0.54, 0.20, -0.31], [0.09, 0.18, 0.43], [-0.83, -0.73, 0.89], [-0.04, -0.76, 0.32], [-0.55, -1.56, 0.15], [0.71, -1.03, 0.72], [-2.84, -1.53, 0.98], [-0.99, -0.88, -0.56], [0.88, 0.23, 0.40], [3.37, 0.82, 0.53], [-0.44, 0.57, -0.39], [0.18, 0.07, 0.34], [0.00, 0.30, 0.65], [0.62, -0.15, -0.47], [0.39, -0.08, 0.78], [-0.65, 0.62, -0.90], [-0.38, 2.48, -0.61], [0.21, -0.99, 0.01], [-1.07, -0.21, -1.10], [-1.51, -0.98, -0.92], [0.01, -0.81, 0.22], [0.55, -0.35, 0.33], [0.25, 0.32, 0.08], [-0.72, -0.24, -0.13], [1.12, 0.23, 1.62], [1.37, 0.06, 0.24], [-0.86, 0.10, -1.34], [-4.09, -1.05, -0.31], [0.68, 0.05, 1.01], [0.82, -0.46, -0.59], [0.61, 0.20, 0.30], [1.03, 0.16, 1.87], [0.85, 1.78, -0.68], [1.82, 0.01, 0.33], [-0.31, -0.37, -0.36], [-0.46, -0.25, -0.09], [-1.78, -1.38, 1.32], [1.13, 0.99, 2.36], [-1.55, -0.24, -0.01], [0.47, -0.67, -0.15], [2.61, -3.12, 0.08], [-2.04, 0.98, -0.33], [0.72, -0.55, -0.44], [-1.03, 0.69, 0.20], [-0.16, -0.44, -2.24], [0.61, -0.90, 1.34], [-1.12, -1.15, 0.42], [0.48, 1.68, -0.02], [-0.02, 0.28, -1.81], [0.79, 0.06, 0.74], [0.81, -0.67, -0.97], [-0.09, -0.53, 0.38], [-0.63, 0.97, 0.89], [0.32, 0.22, -0.76], [-0.11, 0.40, 0.03], [-0.54, 2.01, 0.94], [-0.82, -0.59, 0.62], [0.04, 0.77, 0.80], [0.88, 0.38, -0.46], [0.39, 0.37, -0.77], [-0.18, -0.25, -0.09], [-0.94, 0.64, -0.61], [0.03, 0.39, -0.71], [0.86, -0.24, -0.38], [0.51, 0.91, -0.26], [0.30, -0.86, -0.05], [-1.43, 0.09, -1.66], [0.83, -0.16, 1.09], [-0.78, -0.46, -0.11], [-0.83, -0.01, -1.30], [1.57, -0.47, 0.82], [-1.59, 1.48, 1.10], [-0.16, 0.11, -0.97], [-0.42, -1.09, -1.40], [-0.29, -1.23, -0.34], [-1.03, -0.99, 0.47], [0.42, 1.55, -0.88], [0.22, -0.16, 1.61], [0.68, 0.46, 0.52], [0.49, -0.31, 0.15], [-0.04, 0.10, -0.07], [0.02, 0.11, -0.23], [0.72, 0.25, 0.62], [0.23, 0.65, 0.33], [-0.36, -0.35, -0.55], [-0.10, 0.12, 0.39], [0.12, -0.22, -0.11], [0.25, -0.21, -0.62], [0.11, 0.74, -0.27], [-0.02, 0.68, 0.33], [-0.07, -0.07, -0.26], [1.54, 0.37, 0.05], [-0.46, 0.13, 0.42], [-0.76, -0.27, -0.34], [0.86, -1.14, -0.09], [-0.24, 0.73, 0.97], [0.88, 0.54, 1.64], [-0.45, -1.43, -0.65], [-0.36, -0.10, -0.40], [0.19, 0.39, 0.07], [-0.20, 0.08, -0.24], [0.04, 0.34, -0.35]], "mulliken_spin": [-0.16, 1.11, 0.01, 0.00, 0.00, 0.00, 0.00, 0.00, 0.00, 0.00, 0.00, 0.00, 0.00, 0.00, 0.00, 0.00, 0.00, 0.00, 0.00, 0.03, 0.00, 0.00, 0.00, 0.00, 0.00, 0.00, 0.00, 0.01, 0.00, -0.01, -0.01, 0.00, 0.00, 0.00, 0.00, 0.00, 0.00, 0.00, 0.00, 0.00, 0.00, 0.00, 0.00, 0.00, 0.00, 0.00, 0.00, 0.00, 0.00, 0.00, 0.00, 0.00, 0.00, 0.00, 0.00, 0.00, 0.00, 0.00, 0.00, 0.00, 0.00, 0.00, 0.00, 0.00, 0.00, 0.00, 0.00, 0.00, 0.00, 0.00, 0.00, 0.00, 0.00, 0.00, 0.00, 0.00, 0.00, 0.00, 0.00, 0.00, 0.00, 0.00, 0.00, 0.00, 0.00, 0.00, 0.00, 0.00, 0.00, 0.00, 0.00, 0.00, 0.00, 0.01, 0.00, 0.00, 0.01, 0.00, 0.00, 0.00, 0.00, 0.00, 0.00, 0.00, 0.00, 0.00, 0.00, 0.00, 0.00, 0.00, 0.00, 0.00, 0.00, 0.00, 0.00, 0.00, 0.00, 0.00, 0.00, 0.00, 0.00, 0.00, 0.00], "lumo_ev": [-2.0264, -1.8410], "total_charge": 1, "spin_multiplicity": 2, "homo_ev": [-9.790, -9.790], "s_squared": 0.7650}



{"formula": "C4H5NO", "method": "the ωB97M-V functional and the def2-TZVPD basis", "species": ["C", "C", "N", "C", "C", "O", "H", "H", "H", "H", "H"], "positions_angstrom": [[-0.252, -1.956, -0.263], [0.306, -0.752, -0.263], [1.078, -0.172, 0.794], [0.735, 1.053, 0.784], [-0.311, 1.294, -0.292], [-0.013, 0.225, -1.177], [-0.030, -2.649, 0.540], [-0.984, -2.162, -1.037], [1.061, 1.771, 1.539], [-1.279, 1.108, 0.197], [-0.311, 2.241, -0.823]], "forces_ev_per_angstrom": [[0.16, 0.33, -0.05], [0.07, -0.48, 0.13], [-0.15, 0.03, -0.02], [-0.15, 0.08, 0.14], [0.45, 0.42, 0.10], [-0.56, -0.17, 0.21], [0.02, -0.01, -0.29], [0.21, -0.24, 0.18], [0.00, -0.20, -0.26], [-0.15, 0.19, -0.21], [0.11, 0.04, 0.06]], "nbo_charge": [-0.48, 0.39, -0.41, 0.10, -0.15, -0.49, 0.22, 0.22, 0.20, 0.19, 0.21], "lumo_ev": 0.8835, "spin_multiplicity": 1, "relative_energy_kcal_mol": 37.6, "homo_ev": -9.144}



{"formula": "C5H10O2", "method": "the ωB97M-V functional and the def2-TZVPD basis", "species": ["C", "C", "C", "O", "C", "C", "O", "H", "H", "H", "H", "H", "H", "H", "H", "H", "H"], "positions_angstrom": [[0.770, 0.221, -2.100], [1.115, -0.257, -0.696], [0.181, 0.346, 0.328], [-1.334, -0.160, -0.177], [0.115, -0.276, 1.684], [-1.296, -1.003, 1.404], [-2.309, -0.704, 2.019], [1.418, -0.244, -2.845], [-0.270, -0.034, -2.322], [0.881, 1.309, -2.182], [1.040, -1.350, -0.618], [2.161, -0.008, -0.450], [0.101, 1.430, 0.279], [-2.073, 0.447, 0.056], [0.005, 0.429, 2.513], [0.881, -1.032, 1.904], [-1.103, -2.002, 0.970]], "forces_ev_per_angstrom": [[0.03, 0.00, -0.15], [-0.18, 0.01, -0.01], [-1.70, -0.23, -0.98], [1.53, 1.31, -0.53], [-1.20, -0.58, 0.09], [1.04, -0.59, 1.95], [0.06, -0.14, -0.04], [-0.06, 0.06, 0.04], [0.21, 0.05, -0.07], [-0.01, -0.17, 0.01], [-0.02, 0.17, -0.06], [-0.36, 0.06, 0.16], [0.19, -0.08, 0.02], [0.90, -0.09, -0.07], [0.03, -0.13, -0.22], [-0.09, 0.36, -0.18], [-0.36, -0.02, 0.03]], "nbo_charge": [-0.61, -0.44, 0.16, -0.71, -0.55, 0.48, -0.68, 0.21, 0.23, 0.20, 0.21, 0.23, 0.20, 0.51, 0.23, 0.22, 0.10], "lumo_ev": 0.8565, "spin_multiplicity": 1, "relative_energy_kcal_mol": 68.1, "homo_ev": -8.702}